Record 1
A structure of composition C46H58N3O3P2SSi2TeTi in a non-equilibrium geometry, computed with the ωB97M-V functional and the def2-TZVPD basis.

HOMO (spin up / spin down)	-11.140 / -11.138	eV
orbital gap (spin up / spin down)	3.56 / 3.60	eV
<S²>	0.7570
multiplicity	2
ΔE to the lowest compared entry with this formula, charge and spin	484.8	kJ/mol
maximum force	3.54	eV/A
charge	+2

Atoms and positions in Å:
Ti: 0.624 2.207 -0.250
C: -2.607 5.749 4.475
O: -1.361 5.171 4.868
C: -0.666 4.296 4.144
C: 0.555 3.878 4.776
C: 1.302 2.906 4.161
C: 0.986 2.455 2.886
C: 1.711 1.379 2.264
C: 2.572 0.488 3.072
O: 1.696 1.122 0.947
C: -0.254 2.840 2.275
O: -0.657 2.284 1.150
C: -1.098 3.789 2.914
H: -2.981 6.351 5.260
H: -3.347 5.020 4.279
H: -2.457 6.372 3.586
H: 0.782 4.303 5.735
H: 2.170 2.596 4.726
H: 3.599 0.809 2.997
H: 2.540 -0.534 2.685
H: 2.230 0.388 4.089
H: -2.008 4.043 2.391
C: -3.223 -3.753 0.652
N: -2.163 -2.729 0.761
P: -1.728 -2.140 2.318
C: -1.718 -3.563 3.428
C: -2.912 -4.292 3.662
C: -2.851 -5.418 4.485
C: -1.712 -5.730 5.184
C: -0.523 -4.963 4.991
C: -0.520 -3.927 4.070
C: -3.192 -1.233 2.882
C: -3.990 -0.551 1.933
C: -5.293 -0.143 2.313
C: -5.680 -0.333 3.643
C: -4.774 -0.811 4.599
C: -3.486 -1.177 4.252
P: -1.376 -2.169 -0.785
C: -2.401 -2.644 -2.249
C: -3.050 -1.623 -2.912
C: -3.724 -1.852 -4.134
C: -3.676 -3.133 -4.704
C: -3.121 -4.180 -3.993
C: -2.453 -3.956 -2.811
C: 0.103 -3.249 -0.793
C: 0.797 -3.355 0.419
C: 1.680 -4.434 0.635
C: 1.982 -5.338 -0.415
C: 1.388 -5.063 -1.672
C: 0.554 -3.934 -1.902
H: -4.085 -3.430 1.228
H: -2.827 -4.704 1.017
H: -3.515 -3.893 -0.389
H: -3.844 -3.919 3.320
H: -3.660 -6.153 4.583
H: -1.798 -6.632 5.796
H: 0.351 -5.280 5.536
H: 0.419 -3.400 3.916
H: -3.709 -0.530 0.902
H: -5.953 0.289 1.535
H: -6.698 -0.075 3.942
H: -5.148 -0.846 5.585
H: -2.871 -1.690 5.026
H: -3.151 -0.686 -2.422
H: -4.109 -1.020 -4.744
H: -4.054 -3.347 -5.739
H: -3.312 -5.221 -4.248
H: -1.888 -4.758 -2.343
H: 0.631 -2.624 1.189
H: 2.065 -4.609 1.634
H: 2.627 -6.210 -0.253
H: 1.542 -5.750 -2.493
H: 0.220 -3.695 -2.929
S: -0.701 2.978 -2.051
C: -0.162 4.133 -0.937
N: -0.855 5.257 -0.736
C: -0.403 6.303 0.011
C: 0.913 6.288 0.493
C: 1.686 5.186 0.192
N: 1.141 4.091 -0.396
H: -1.824 5.209 -0.989
H: -1.110 7.110 0.245
H: 1.242 7.018 1.231
H: 2.737 5.111 0.433
C: 4.896 1.853 -1.054
Si: 4.985 0.050 -1.344
C: 6.515 -0.284 -2.484
C: 5.230 -1.025 0.149
C: 3.449 -0.557 -2.334
Te: 1.748 0.755 -2.512
C: 2.455 2.189 -3.991
Si: 1.236 2.328 -5.478
C: -0.080 0.973 -5.249
C: 0.472 4.023 -5.540
C: 2.191 1.920 -7.040
H: 5.813 2.231 -0.552
H: 4.004 2.116 -0.473
H: 4.855 2.357 -2.049
H: 7.469 0.205 -2.178
H: 6.164 0.123 -3.498
H: 6.685 -1.355 -2.657
H: 5.800 -0.536 0.966
H: 5.748 -1.959 -0.132
H: 4.253 -1.384 0.549
H: 3.087 -1.442 -1.799
H: 3.747 -0.891 -3.324
H: 3.474 1.892 -4.314
H: 2.529 3.172 -3.450
H: -0.629 1.004 -4.289
H: 0.426 0.000 -5.281
H: -0.746 1.007 -6.139
H: 0.012 4.272 -4.567
H: -0.270 4.083 -6.362
H: 1.300 4.744 -5.756
H: 2.785 1.003 -6.971
H: 2.813 2.743 -7.521
H: 1.411 1.669 -7.759

=====

Record 2
A cluster of 13 separate species, C46H59N13 in total in a non-equilibrium geometry, computed with the ωB97M-V functional and the def2-TZVPD basis.

HOMO	-7.735	eV
orbital gap	8.25	eV
multiplicity	1
ΔE to the lowest compared entry with this formula, charge and spin	63.3	kJ/mol
maximum force	6.81	eV/A
charge	0

Atoms and positions in Å:
C: 11.915 -20.630 12.172
C: 12.217 -21.393 10.904
N: 12.450 -22.082 9.975
H: 11.542 -21.321 12.928
H: 11.140 -19.913 11.903
H: 12.876 -20.195 12.447
C: 7.341 -19.991 4.082
C: 8.492 -19.631 5.013
N: 9.310 -19.358 5.714
H: 6.428 -19.891 4.670
H: 7.416 -21.056 3.864
H: 7.316 -19.371 3.186
C: 11.856 -19.064 7.933
C: 12.664 -18.746 9.127
N: 13.321 -18.521 10.045
H: 11.397 -20.049 8.023
H: 12.412 -18.959 7.002
H: 11.041 -18.341 7.921
N: 15.612 -28.562 8.470
C: 16.534 -27.699 9.135
C: 15.836 -26.614 9.521
C: 14.458 -26.800 9.128
C: 14.406 -27.998 8.482
H: 15.904 -29.227 7.768
H: 17.579 -27.961 9.215
H: 16.096 -25.677 9.991
H: 13.606 -26.153 9.273
H: 13.549 -28.489 8.046
N: 12.066 -25.858 4.994
C: 13.026 -26.801 5.123
C: 12.848 -27.654 4.041
C: 11.828 -27.194 3.209
C: 11.330 -26.092 3.837
H: 11.989 -25.059 5.607
H: 13.805 -26.824 5.871
H: 13.412 -28.556 3.855
H: 11.460 -27.713 2.336
H: 10.558 -25.401 3.532
N: 11.716 -25.468 12.789
C: 11.022 -26.492 13.381
C: 9.809 -26.584 12.792
C: 9.731 -25.580 11.824
C: 10.944 -24.958 11.741
H: 12.691 -25.274 12.967
H: 11.415 -27.079 14.199
H: 9.062 -27.352 12.924
H: 8.905 -25.361 11.163
H: 11.379 -24.228 11.074
N: 5.954 -23.664 10.449
C: 5.519 -24.057 11.659
C: 5.725 -25.455 11.737
C: 6.267 -25.918 10.504
C: 6.383 -24.768 9.734
H: 5.921 -22.717 10.099
H: 5.080 -23.323 12.318
H: 5.549 -26.042 12.626
H: 6.499 -26.938 10.236
H: 6.683 -24.637 8.705
N: 8.693 -22.607 1.478
C: 7.488 -23.222 1.185
C: 7.225 -24.029 2.264
C: 8.274 -23.883 3.187
C: 9.255 -23.019 2.678
H: 9.101 -21.943 0.835
H: 6.980 -23.007 0.257
H: 6.346 -24.657 2.284
H: 8.284 -24.342 4.165
H: 10.198 -22.700 3.096
N: 4.236 -21.513 7.955
C: 3.830 -22.381 7.010
C: 4.926 -22.541 6.120
C: 6.069 -21.866 6.625
C: 5.624 -21.272 7.786
H: 3.626 -21.197 8.695
H: 2.805 -22.718 7.008
H: 4.850 -23.137 5.223
H: 6.986 -21.866 6.055
H: 6.182 -20.691 8.505
N: 8.963 -22.021 9.228
C: 8.736 -20.649 9.231
C: 8.529 -20.268 10.530
C: 8.770 -21.356 11.375
C: 8.887 -22.439 10.520
H: 9.158 -22.574 8.406
H: 8.729 -20.090 8.307
H: 8.312 -19.249 10.818
H: 8.798 -21.361 12.455
H: 9.155 -23.452 10.780
N: 14.675 -22.455 7.924
C: 14.577 -21.437 7.014
C: 14.785 -21.942 5.728
C: 14.878 -23.303 5.841
C: 14.941 -23.595 7.205
H: 14.791 -22.343 8.921
H: 14.406 -20.412 7.311
H: 14.877 -21.395 4.801
H: 14.925 -24.002 5.019
H: 15.097 -24.519 7.742
N: 5.395 -27.194 6.352
C: 5.286 -28.293 5.570
C: 6.315 -28.253 4.628
C: 6.985 -27.056 4.751
C: 6.427 -26.440 5.876
H: 4.831 -27.033 7.175
H: 4.516 -29.024 5.765
H: 6.547 -29.040 3.926
H: 7.819 -26.700 4.165
H: 6.601 -25.440 6.245
N: 11.352 -23.188 7.285
C: 10.995 -24.368 7.905
C: 9.741 -24.657 7.502
C: 9.280 -23.584 6.724
C: 10.314 -22.719 6.444
H: 12.238 -22.724 7.425
H: 11.707 -24.894 8.524
H: 9.154 -25.497 7.844
H: 8.283 -23.578 6.310
H: 10.531 -21.852 5.839